This record from OMol25 describes a cluster of 3 separate species, C6H14O in total at a distorted geometry. The level of theory is wB97M-V/def2-TZVPD.

strongest force on any atom = 5.544 eV Å⁻¹
charge = 0
E_tot = -311.93100 Eh
2S+1 = 1
lowest unoccupied orbital energy = -2.10 eV
orbital gap = 5.7 eV
ΔE to the lowest compared entry with this formula, charge and spin = 8.817 eV

Atoms and positions in Å:
C -0.460 -0.905 1.664
O -1.227 -1.292 2.514
C -0.192 0.370 1.010
C 0.292 0.213 -0.371
C -0.947 0.205 -1.317
C 1.334 1.155 -0.905
C 1.754 1.014 -2.424
H -0.679 1.242 1.428
H 0.095 -1.818 1.047
H -3.351 -2.558 3.601
H 0.899 -1.758 -0.731
H -3.709 -1.991 3.233
H 0.677 -0.951 -0.403
H -0.967 1.205 -1.710
H -0.674 -0.488 -2.341
H -1.918 -0.165 -0.823
H 1.109 2.165 -0.558
H 2.171 0.580 -0.336
H 1.679 -0.194 -2.530
H 1.051 1.316 -3.219
H 2.758 1.443 -2.716

=====

This record from OMol25 describes the ion CHN5O with charge -2 at a distorted geometry. The level of theory is wB97M-V/def2-TZVPD.

strongest force on any atom = 3.553 eV Å⁻¹
charge = -2
E_tot = -387.55649 Eh
2S+1 = 1
lowest unoccupied orbital energy = 8.30 eV
orbital gap = 5.8 eV
ΔE to the lowest compared entry with this formula, charge and spin = 0.279 eV

Atoms and positions in Å:
C -0.065 -0.008 0.017
N 2.083 -0.060 -0.091
N 1.023 0.751 0.163
N 0.351 -1.366 -0.349
N 1.668 -1.258 -0.385
N -1.301 0.425 0.397
O -2.495 0.064 -0.238
H -1.263 1.452 0.486

=====

This record from OMol25 describes a structure of composition C32H47N2O2P2Pb at a distorted geometry. The level of theory is wB97M-V/def2-TZVPD.

strongest force on any atom = 5.515 eV Å⁻¹
charge = +1
E_tot = -2382.66785 Eh
2S+1 = 1
lowest unoccupied orbital energy (spin up / spin down) = -4.20 / -3.02 eV
orbital gap (spin up / spin down) = 5.0 / 5.8 eV
ΔE to the lowest compared entry with this formula, charge and spin = 0.306 eV

Atoms and positions in Å:
C 0.509 2.882 0.127
C -1.119 2.489 -1.531
C 0.307 4.238 -0.111
C -0.940 3.778 -2.092
C -0.380 4.732 -1.245
H 0.718 4.925 0.640
H -1.443 4.041 -3.036
H -0.476 5.809 -1.452
N -0.193 1.995 -0.605
P 2.258 0.894 1.250
P -2.273 -0.097 -1.530
C 1.427 2.526 1.311
H 2.192 3.327 1.383
H 0.825 2.634 2.232
C -1.997 1.592 -2.221
H -1.892 1.577 -3.298
C -2.324 -1.538 -2.981
C -3.956 0.565 -1.004
C 3.822 1.354 0.268
C 2.547 0.494 3.075
C -1.262 -2.635 -2.772
H -1.370 -3.151 -1.807
H -1.401 -3.403 -3.553
H -0.233 -2.262 -2.851
C -3.679 -2.242 -2.860
H -3.787 -2.728 -1.879
H -4.521 -1.565 -3.038
H -3.727 -3.034 -3.622
C -2.124 -0.934 -4.378
H -2.205 -1.756 -5.116
H -2.891 -0.182 -4.618
H -1.121 -0.488 -4.464
C -4.654 -0.528 -0.198
H -3.978 -0.931 0.579
H -5.505 -0.036 0.286
H -5.025 -1.336 -0.843
C -3.687 1.779 -0.092
H -2.954 1.537 0.690
H -3.332 2.645 -0.667
H -4.619 2.091 0.395
C -4.664 0.972 -2.314
H -3.970 1.139 -3.160
H -5.426 0.251 -2.647
H -5.134 1.949 -2.142
C 3.272 -0.858 3.127
H 3.318 -1.194 4.170
H 2.750 -1.642 2.560
H 4.304 -0.809 2.761
C 1.188 0.354 3.786
H 0.621 1.294 3.785
H 0.565 -0.444 3.359
H 1.394 0.086 4.835
C 3.364 1.567 3.806
H 3.288 1.362 4.884
H 4.431 1.547 3.555
H 2.970 2.578 3.641
C 3.378 1.994 -1.064
H 4.249 2.001 -1.737
H 2.589 1.406 -1.536
H 3.032 3.028 -0.915
C 4.559 0.035 -0.002
H 3.902 -0.703 -0.485
H 5.398 0.239 -0.682
H 4.978 -0.401 0.916
C 4.756 2.353 0.964
H 4.249 3.276 1.280
H 5.293 1.923 1.818
H 5.517 2.647 0.222
Pb 0.030 -0.505 0.213
C -1.918 -0.480 2.247
O -2.133 0.654 2.625
N 1.521 -0.685 -2.056
C 1.994 -0.268 -3.078
C 1.873 0.270 -4.449
C 2.699 -0.280 -5.424
C 1.007 1.328 -4.921
C 2.945 0.352 -6.660
H 3.290 -1.183 -5.206
C 1.231 1.896 -6.198
H 0.178 1.736 -4.312
C 2.244 1.470 -7.074
H 3.753 -0.046 -7.261
H 0.614 2.736 -6.515
H 2.400 1.968 -8.043
O -1.860 -2.909 2.429
C -1.825 -1.731 2.271

=====

This record from OMol25 describes a structure of composition C16H30FN3O27S9 at a distorted geometry. The level of theory is wB97M-V/def2-TZVPD.

strongest force on any atom = 3.822 eV Å⁻¹
charge = 0
E_tot = -6506.68302 Eh
2S+1 = 1
lowest unoccupied orbital energy = 0.14 eV
orbital gap = 9.1 eV

Atoms and positions in Å:
O 1.023 -3.264 4.275
S 1.979 -2.422 3.632
O 2.979 -3.178 2.957
F 2.736 -1.478 4.636
N 1.325 -1.386 2.510
S 0.288 -2.239 1.387
C 0.714 -0.169 3.101
C -0.656 -0.381 3.796
S -2.030 0.151 2.678
C -3.290 -1.030 3.087
N -3.589 -2.143 2.506
N -4.627 -2.643 3.259
C -4.869 -1.830 4.233
O -4.031 -0.746 4.181
H -0.527 -1.279 0.886
H 0.567 0.548 2.278
H 1.418 0.268 3.818
H -0.856 -1.416 4.102
H -0.734 0.247 4.693
H -5.604 -1.951 5.019
C -0.921 -0.460 -3.309
C -2.412 -0.475 -3.045
O -2.577 0.313 -1.864
S -1.456 1.481 -1.838
O -2.014 2.679 -2.333
O -0.785 1.419 -0.588
O -0.497 0.863 -2.973
H -0.396 -1.163 -2.657
H -0.681 -0.681 -4.347
H -2.798 -1.480 -2.892
H -2.964 0.007 -3.855
C 2.429 5.085 -2.437
C 1.965 6.491 -2.745
O 0.555 6.368 -2.958
S -0.028 5.191 -2.021
O -0.574 5.776 -0.847
O -0.769 4.287 -2.823
O 1.378 4.518 -1.637
H 2.530 4.490 -3.345
H 3.370 5.070 -1.891
H 2.451 6.906 -3.624
H 2.122 7.159 -1.894
C -2.419 -1.835 9.312
C -3.672 -2.686 9.337
O -4.232 -2.541 8.026
S -3.047 -2.354 6.957
O -2.774 -3.605 6.354
O -3.323 -1.191 6.183
O -1.871 -2.028 8.003
H -2.656 -0.776 9.431
H -1.701 -2.133 10.071
H -4.381 -2.362 10.094
H -3.434 -3.741 9.489
C 5.566 1.113 -5.999
C 4.484 0.715 -5.013
O 4.523 1.736 -4.003
S 4.940 3.128 -4.670
O 3.759 3.878 -4.929
O 6.026 3.673 -3.937
O 5.480 2.549 -6.059
H 6.555 0.852 -5.646
H 5.411 0.680 -6.984
H 4.655 -0.258 -4.576
H 3.495 0.736 -5.478
C 8.239 -3.912 -6.584
C 8.832 -3.607 -5.225
O 8.710 -2.184 -5.092
S 7.391 -1.690 -5.852
O 6.349 -1.557 -4.899
O 7.754 -0.650 -6.743
O 7.121 -3.021 -6.702
H 8.943 -3.684 -7.387
H 7.913 -4.945 -6.672
H 9.872 -3.911 -5.145
H 8.255 -4.074 -4.424
C -7.403 0.942 1.650
C -7.437 -0.563 1.501
O -8.727 -0.950 1.987
S -9.786 0.215 1.664
O -10.483 -0.119 0.475
O -10.459 0.552 2.866
O -8.727 1.373 1.315
H -7.199 1.235 2.683
H -6.672 1.408 0.993
H -6.651 -1.059 2.066
H -7.368 -0.855 0.451

=====

This record from OMol25 describes a structure of composition C18H31CoF12NO12P2S2Te at a distorted geometry. The level of theory is wB97M-V/def2-TZVPD.

strongest force on any atom = 3.544 eV Å⁻¹
<S²> = 3.755
charge = -2
E_tot = -5990.75760 Eh
2S+1 = 4
lowest unoccupied orbital energy = 4.16 eV
orbital gap = 5.7 eV
ΔE to the lowest compared entry with this formula, charge and spin = 1.859 eV

Atoms and positions in Å:
Co -0.386 -0.274 0.180
F 4.494 -1.004 1.716
C 3.572 -1.219 0.758
F 4.276 -1.433 -0.380
F 3.003 -2.399 1.048
S 2.343 0.237 0.623
O 1.604 -0.217 -0.553
O 3.303 1.281 0.405
N 1.856 -0.080 2.091
S 0.557 0.486 2.785
O 0.581 1.737 3.485
O -0.715 0.005 2.278
C 0.783 -0.653 4.298
F 1.802 -0.214 5.067
F 1.049 -1.934 4.015
F -0.298 -0.662 5.100
C -3.738 -4.524 -2.085
C -3.791 -3.042 -2.466
C -3.150 -2.776 -3.826
C -5.261 -2.609 -2.478
O -3.078 -2.368 -1.428
P -2.491 -0.869 -1.417
O -1.223 -0.736 -2.183
O -2.425 -0.449 0.029
O -3.669 -0.054 -2.203
C -4.509 0.955 -1.631
C -5.482 1.351 -2.748
C -3.668 2.168 -1.238
C -5.266 0.436 -0.409
H -4.235 -5.132 -2.841
H -4.228 -4.657 -1.121
H -2.709 -4.846 -1.968
H -3.730 -3.236 -4.626
H -2.135 -3.166 -3.840
H -3.092 -1.701 -3.984
H -5.829 -3.261 -3.143
H -5.350 -1.583 -2.821
H -5.657 -2.683 -1.467
H -4.921 1.618 -3.642
H -6.076 2.210 -2.440
H -6.153 0.527 -2.991
H -3.114 2.524 -2.106
H -2.981 1.860 -0.454
H -4.298 2.976 -0.867
H -5.905 -0.407 -0.669
H -5.875 1.231 0.021
H -4.543 0.101 0.330
C 0.076 2.950 -1.126
C 0.530 2.965 0.345
O 0.689 1.701 0.832
C 1.819 3.832 0.460
F 2.537 3.656 1.559
F 2.634 3.721 -0.601
F 1.487 5.165 0.458
C -0.560 3.715 1.169
F -1.598 2.932 1.459
F -0.134 4.276 2.305
F -1.101 4.754 0.457
H 0.652 2.174 -1.627
H 0.213 3.919 -1.604
H -0.972 2.660 -1.148
C 1.419 -3.987 -1.670
C -0.102 -3.939 -1.683
O -0.692 -4.419 -0.481
P -0.923 -3.392 0.793
O 0.031 -2.243 0.541
Te -3.079 -3.230 1.733
O -0.327 -4.315 1.986
C 1.012 -4.782 1.983
C 0.975 -6.301 2.081
H 1.795 -3.727 -2.660
H 1.777 -4.984 -1.406
H 1.798 -3.257 -0.960
H -0.476 -4.602 -2.474
H -0.430 -2.918 -1.880
H 1.522 -4.342 2.844
H 1.532 -4.457 1.078
H 0.535 -6.584 3.037
H 1.970 -6.740 1.990
H 0.336 -6.680 1.285

=====

This record from OMol25 describes a structure of composition C6H9F6NO5PTl. The level of theory is wB97M-V/def2-TZVPD.

strongest force on any atom = 0.375 eV Å⁻¹
<S²> = 0.753
charge = -1
E_tot = -1778.37810 Eh
2S+1 = 2
lowest unoccupied orbital energy (spin up / spin down) = 2.43 / 2.41 eV
orbital gap (spin up / spin down) = 6.0 / 8.6 eV
ΔE to the lowest compared entry with this formula, charge and spin = 0.000 eV

Atoms and positions in Å:
Tl -0.675 -0.069 2.639
O -1.673 -0.905 0.308
C -1.728 -0.321 -0.986
C -0.359 0.108 -1.490
N 0.169 1.244 -0.767
C -0.362 2.475 -1.028
C -1.853 3.174 1.393
O -1.434 4.243 1.257
O -2.319 2.123 1.567
C 1.467 1.161 -0.127
C 1.558 1.952 1.195
O 2.546 2.650 1.380
O 0.586 1.786 2.024
H -1.210 -1.756 0.225
H -2.384 0.546 -0.905
H -2.171 -1.033 -1.691
H -0.449 0.356 -2.558
H 0.336 -0.728 -1.402
H -1.091 2.561 -1.824
H 0.168 3.348 -0.677
H 2.256 1.531 -0.791
H 1.676 0.112 0.098
F 0.522 -2.421 1.426
P 1.017 -3.533 0.307
F 1.723 -2.334 -0.523
F -0.381 -3.227 -0.515
F 1.445 -4.591 -0.815
F 0.256 -4.678 1.141
F 2.363 -3.777 1.138

=====

This record from OMol25 describes a structure of composition C23H20BrF4N6PPtS. The level of theory is wB97M-V/def2-TZVPD.

strongest force on any atom = 0.296 eV Å⁻¹
charge = +2
E_tot = -5048.84920 Eh
2S+1 = 1
lowest unoccupied orbital energy = -6.43 eV
orbital gap = 7.2 eV
ΔE to the lowest compared entry with this formula, charge and spin = 0.015 eV

Atoms and positions in Å:
Pt -0.049 -0.029 -0.266
F 5.071 -3.236 -3.540
C 3.866 -2.814 -3.237
C 2.748 -3.494 -3.687
F 2.884 -4.572 -4.428
C 1.477 -3.036 -3.354
F 0.442 -3.720 -3.831
C 1.285 -1.915 -2.560
P -0.362 -1.267 -2.104
C -0.989 -0.361 -3.518
C -1.275 0.998 -3.411
C -1.749 1.691 -4.516
C -1.932 1.030 -5.720
C -1.650 -0.327 -5.829
C -1.181 -1.028 -4.733
C -1.411 -2.687 -1.794
C -0.905 -3.796 -1.116
C -1.743 -4.855 -0.813
C -3.086 -4.803 -1.171
C -3.592 -3.694 -1.834
C -2.757 -2.631 -2.148
C 2.432 -1.257 -2.134
Br 2.291 0.346 -1.115
C 3.703 -1.674 -2.455
F 4.767 -1.011 -2.030
H -1.128 1.511 -2.469
H -1.973 2.746 -4.435
H -2.300 1.572 -6.581
H -1.800 -0.840 -6.770
H -0.980 -2.087 -4.821
H 0.142 -3.843 -0.840
H -1.347 -5.729 -0.312
H -3.736 -5.636 -0.943
H -4.634 -3.661 -2.121
H -3.151 -1.777 -2.686
N 0.133 1.142 1.572
N -1.067 1.164 2.310
C -2.204 0.666 1.802
N -3.310 0.784 2.519
S -2.269 -0.116 0.284
H 0.850 0.684 2.133
H 0.415 2.100 1.371
H -1.046 1.619 3.212
H -3.348 1.287 3.393
H -4.176 0.412 2.162
N -0.422 -4.995 2.884
C 0.436 -4.008 2.552
C 0.010 -2.851 1.862
N 0.865 -1.911 1.508
C 2.153 -2.074 1.836
C 2.560 -3.201 2.529
N 1.718 -4.162 2.881
H -1.407 -4.922 2.713
H -0.075 -5.776 3.415
H -1.033 -2.714 1.590
H 2.859 -1.311 1.530
H 3.599 -3.337 2.808

=====

This record from OMol25 describes a structure of composition C33H39MgN2O3PS6 at a distorted geometry. The level of theory is wB97M-V/def2-TZVPD.

strongest force on any atom = 4.357 eV Å⁻¹
charge = -2
E_tot = -4546.74441 Eh
2S+1 = 1
lowest unoccupied orbital energy = 3.72 eV
orbital gap = 5.9 eV
ΔE to the lowest compared entry with this formula, charge and spin = 1.553 eV

Atoms and positions in Å:
Mg 0.420 1.152 1.086
O -0.756 -3.116 6.126
C -0.480 -2.611 5.058
S 1.059 -1.948 4.613
C 0.618 -1.290 3.039
C -0.609 -1.506 2.601
S -1.348 -0.716 1.219
S -1.640 -2.332 3.730
S 2.006 -0.401 2.250
C 1.996 -3.626 -3.903
C 0.478 -4.032 -4.094
C 0.495 -5.589 -4.241
C -0.212 -3.463 -5.311
P -0.319 -3.346 -2.536
C 0.544 -4.194 -1.087
C 0.971 -3.340 -0.033
C 1.383 -3.913 1.166
C 1.400 -5.296 1.302
C 0.955 -6.138 0.269
C 0.506 -5.568 -0.935
C -2.146 -3.747 -2.318
C -2.773 -5.034 -2.808
C -2.357 -3.620 -0.843
C -2.983 -2.555 -2.964
H 2.534 -3.887 -4.869
H 2.388 -4.203 -3.100
H 2.094 -2.549 -3.686
H 0.822 -5.786 -5.255
H -0.580 -6.011 -4.184
H 0.974 -6.120 -3.436
H 0.552 -3.683 -6.063
H -0.360 -2.373 -5.360
H -1.066 -3.944 -5.692
H 1.003 -2.264 -0.139
H 1.731 -3.173 1.901
H 1.675 -5.727 2.221
H 0.932 -7.225 0.555
H 0.176 -6.218 -1.750
H -2.205 -5.960 -2.585
H -2.904 -4.970 -3.887
H -3.757 -5.185 -2.345
H -1.982 -4.457 -0.260
H -3.431 -3.513 -0.693
H -1.961 -2.679 -0.407
H -2.808 -2.429 -4.014
H -2.664 -1.528 -2.643
H -4.079 -2.680 -2.797
O -1.438 6.918 5.919
S -1.010 5.598 6.170
O -1.255 4.920 7.454
N -1.571 4.755 4.827
C -0.596 4.153 4.157
S -0.938 3.163 2.811
C 0.764 4.405 4.716
C 2.012 4.048 4.301
C 3.145 4.760 4.675
C 3.019 5.805 5.656
C 1.793 5.929 6.326
C 0.735 5.241 5.817
H 2.072 3.378 3.456
H 4.171 4.668 4.278
H 3.981 6.316 5.855
H 1.752 6.528 7.213
C -1.498 6.602 -0.312
N -0.361 5.772 -0.453
C 0.777 5.974 0.387
C -0.781 4.326 -0.402
C -0.124 3.294 -1.333
C 0.070 3.600 -2.685
C 0.670 2.681 -3.563
C 0.988 1.412 -3.213
C 0.831 1.083 -1.845
C 0.369 2.043 -0.848
H -1.218 7.650 -0.271
H -2.145 6.284 0.500
H -2.220 6.519 -1.167
H 1.067 6.986 0.301
H 1.545 5.258 0.059
H 0.496 5.830 1.435
H -1.874 4.370 -0.714
H -0.689 4.014 0.682
H -0.125 4.658 -3.037
H 0.829 3.004 -4.573
H 1.352 0.741 -3.924
H 1.113 0.101 -1.552